The following is a quantum chemistry calculation of an isolated molecule of C4H6N2OS, from OMol25.

Output
* LUMO level: 0.564 eV
* strongest force on any atom: 3.00 eV Å⁻¹
* E: -738.8916 hartree
* energy relative to the best compared isomer or geometry (same formula, charge and spin): 296.8 kJ/mol

```
! wB97M-V def2-TZVPD RIJCOSX def2/J DEFGRID3
* xyz 0 1
C 0.10633 1.81487 0.05223
C -0.02366 0.31863 -0.03298
C -1.15866 -0.50580 0.02004
O -2.48107 -0.15498 -0.07270
C -0.67754 -1.87748 0.04350
N 0.65111 -1.86807 0.00190
N 1.04009 -0.57881 -0.01519
S 2.67777 -0.17150 -0.06395
H 0.97889 2.19491 -0.58339
H -0.87300 2.21983 -0.23661
H 0.32650 2.07679 1.16858
H -2.50599 0.82779 -0.40363
H -1.18730 -2.87258 0.03004
H 3.12653 -1.42360 0.09215
*
```


The following is a quantum chemistry calculation of a structure of composition C42H68F3InN3O4, from OMol25.

Output
* LUMO level: 1.872 eV
* strongest force on any atom: 1.12 eV Å⁻¹
* E: -2596.0906 hartree

```
! wB97M-V def2-TZVPD RIJCOSX def2/J DEFGRID3
* xyz -1 1
C 1.34043 -4.38285 1.57356
C 1.09013 -3.61675 0.27117
C 1.78894 -4.26186 -0.92806
C 3.30897 -3.98424 -1.07180
C 3.89943 -2.92786 -0.13680
C 3.58810 -1.48168 -0.56223
C 3.31666 -0.49496 0.57376
C 2.41908 0.67705 0.17802
C 2.89121 1.38873 -1.09957
C 2.51625 2.88110 -1.23536
In 1.09417 3.68557 0.27208
C 2.22067 3.83928 2.20428
C 3.76824 3.89544 2.01551
C 4.52541 2.71650 2.65530
C 5.82392 2.24495 1.97933
O 5.77987 2.44606 0.57114
C -0.66610 2.29332 0.39701
C -1.00115 1.74350 -0.98618
C -2.32319 0.97213 -1.08283
C -3.54738 1.87455 -0.96308
C -4.86269 1.17758 -1.29823
C -6.08904 2.02015 -0.91654
C -6.57922 1.75342 0.51006
C -7.56351 0.59501 0.59436
O -8.50634 0.86939 1.65629
C -9.59697 0.09791 1.71662
C -10.53742 0.53448 2.80293
O -9.80870 -0.84056 0.96542
C 0.25522 5.67105 -0.41903
C -0.30915 6.61548 0.61511
O 0.71045 7.03834 1.52116
C -1.44385 6.02260 1.43956
F -2.38090 5.43230 0.66840
F -1.05275 5.11380 2.34027
F -2.09501 6.99332 2.13674
H 2.35169 -4.79093 1.60959
H 1.17331 -3.76013 2.45390
H 0.65190 -5.23031 1.64469
H 0.01335 -3.62211 0.07550
H 1.36600 -2.56725 0.37553
H 1.64385 -5.34388 -0.82719
H 1.26274 -3.98040 -1.84241
H 3.87822 -4.91156 -0.99544
H 3.48379 -3.62397 -2.09196
H 4.98471 -3.07753 -0.16139
H 3.59702 -3.08699 0.89973
H 4.47075 -1.11326 -1.09235
H 2.77820 -1.48078 -1.29758
H 2.87650 -1.02417 1.42769
H 4.27639 -0.08480 0.90110
H 2.39772 1.38061 1.00872
H 1.40419 0.29654 0.01436
H 3.98375 1.31311 -1.14059
H 2.50642 0.82457 -1.95547
H 3.43907 3.46825 -1.21018
H 2.08190 3.05752 -2.22647
H 1.88624 4.72032 2.75238
H 1.97414 2.95953 2.80781
H 4.04958 3.97856 0.96640
H 4.13446 4.81080 2.49609
H 4.81165 3.01634 3.67035
H 3.85620 1.86257 2.77891
H 5.95803 1.17699 2.19144
H 6.68765 2.77047 2.40656
H 6.47644 1.91266 0.16373
H -0.38984 1.48855 1.08648
H -1.51528 2.83858 0.81374
H -1.06397 2.57797 -1.70113
H -0.17747 1.11662 -1.34523
H -2.35299 0.22687 -0.27976
H -2.37974 0.45835 -2.05132
H -3.61224 2.26831 0.05687
H -3.41357 2.73738 -1.62627
H -4.88661 0.91757 -2.35841
H -4.89291 0.24062 -0.72695
H -5.81341 3.07475 -0.99175
H -6.90401 1.85499 -1.62626
H -7.05579 2.63709 0.93484
H -5.70228 1.51931 1.12045
H -8.12134 0.47118 -0.33478
H -7.06926 -0.34771 0.83139
H -11.40073 1.00983 2.33698
H -10.07273 1.24371 3.48222
H -10.87030 -0.34885 3.34579
H 1.04989 6.22298 -0.93007
H -0.51767 5.47338 -1.16850
H -0.76418 7.50659 0.15722
H 0.55916 7.96278 1.72787
N -13.80612 -1.39592 -0.84424
C -12.50962 -1.67808 -0.71207
C -11.89906 -2.76704 -1.31778
C -12.67105 -3.60786 -2.10132
C -14.02081 -3.32643 -2.24743
C -14.53533 -2.21322 -1.60071
H -11.92732 -1.01032 -0.09145
H -10.84223 -2.94035 -1.16971
H -12.23011 -4.46731 -2.59018
H -14.66377 -3.95443 -2.84931
H -15.58672 -1.96166 -1.69349
N 6.31547 -5.93964 -0.72063
C 6.41569 -6.22134 0.57475
C 7.59332 -6.63763 1.17895
C 8.72664 -6.76912 0.39314
C 8.63561 -6.47753 -0.95867
C 7.41083 -6.06642 -1.46388
H 5.50783 -6.10155 1.15661
H 7.61727 -6.84886 2.23914
H 9.66497 -7.09030 0.82683
H 9.49442 -6.56324 -1.61041
H 7.30105 -5.82283 -2.51515
N 7.34331 0.74513 -0.64460
C 8.61024 0.49106 -0.32675
C 9.45466 -0.28503 -1.10631
C 8.95590 -0.82901 -2.27974
C 7.63863 -0.57365 -2.62339
C 6.87753 0.21840 -1.77671
H 8.96440 0.93064 0.59933
H 10.47646 -0.45773 -0.79710
H 9.58311 -1.44308 -2.91351
H 7.20186 -0.98069 -3.52468
H 5.84064 0.44117 -2.00483
*
```


The following is a quantum chemistry calculation of a structure of composition C4H12NOP, from OMol25.

Output
* LUMO level: 0.675 eV
* strongest force on any atom: 4.39 eV Å⁻¹
* E: -630.8879 hartree
* energy relative to the best compared isomer or geometry (same formula, charge and spin): 348.4 kJ/mol

```
! wB97M-V def2-TZVPD RIJCOSX def2/J DEFGRID3
* xyz 0 1
C 2.16730 -0.75500 0.83677
C -2.40172 -0.72242 0.19716
C 1.47246 -0.43860 -0.52002
C 1.25851 0.98257 -0.72340
N -1.39827 0.08495 0.93715
O -1.23734 1.38861 -1.41700
P -0.77670 1.50031 0.27706
H 2.38939 -1.79631 1.13179
H 3.23055 -0.26819 0.96782
H 1.65478 -0.41887 1.80009
H -2.06601 -1.78794 0.26355
H -3.42038 -0.46541 0.53225
H -2.29085 -0.43311 -0.88413
H 1.97246 -0.87896 -1.38413
H 0.46318 -0.95182 -0.49687
H 1.74861 1.74694 -0.22645
H 0.93789 1.30995 -1.68958
H -1.59256 0.19038 1.95412
H -2.11131 1.71292 -1.55618
*
```


The following is a quantum chemistry calculation of a cluster of 3 separate species, C33H33N3O7P2 in total, from OMol25.

Output
* LUMO level: -1.075 eV
* strongest force on any atom: 1.67 eV Å⁻¹
* E: -2651.0384 hartree

```
! wB97M-V def2-TZVPD RIJCOSX def2/J DEFGRID3
* xyz 0 1
H 0.40889 -0.55334 4.70260
N -0.16039 -0.79196 3.89519
C 0.50454 -1.47541 3.08565
C 1.94972 -1.82670 3.33516
C -0.16439 -1.90179 1.82645
P -1.06895 -3.50783 2.00963
N 0.48685 -4.28162 2.50762
C -1.87761 -4.05508 3.59597
N -2.76177 -5.18252 3.32769
C -3.45126 -5.62319 4.57293
P -3.02999 -2.62025 1.30432
O -3.75292 -1.95191 2.37213
O -2.83016 -1.60035 0.06255
O -3.93101 -3.80458 0.67245
H 1.97233 -2.68559 3.98616
H 2.39878 -2.12656 2.40143
H 2.48879 -0.98959 3.74327
H -0.79800 -1.08549 1.52248
H 0.58801 -2.04991 1.06353
H -1.16666 -4.45083 0.94315
H 1.26217 -4.04141 1.90419
H 0.36059 -5.28691 2.52675
H -2.38417 -3.23312 4.07428
H -1.05978 -4.36581 4.22818
H -2.19038 -5.96817 3.05046
H -3.33370 -6.68788 4.69499
H -2.99827 -5.15086 5.43528
H -4.49291 -5.36282 4.49167
H -3.21332 -0.75558 0.36144
H -3.55683 -4.01921 -0.19980
O 6.69693 5.04366 0.52460
C 6.30146 3.90340 0.64293
C 7.01861 2.77244 -0.01158
C 8.16697 3.03372 -0.74673
C 8.86352 1.99167 -1.33252
C 8.41710 0.68248 -1.18597
C 7.26550 0.41751 -0.46658
C 6.55904 1.45972 0.11890
C 5.31176 1.15877 0.87539
O 4.88277 0.02508 0.94574
C 4.60751 2.28611 1.54700
C 3.46334 2.02257 2.28617
C 2.80940 3.05078 2.94087
C 3.29877 4.35053 2.85989
C 4.43306 4.62157 2.11485
C 5.08966 3.59304 1.45210
H 8.51261 4.05222 -0.85409
H 9.75996 2.19694 -1.90225
H 8.96956 -0.13137 -1.63628
H 6.91181 -0.59769 -0.35445
H 3.08895 1.01029 2.34814
H 1.91829 2.84156 3.51796
H 2.79117 5.15273 3.37850
H 4.81406 5.63078 2.04652
O -4.11984 1.19241 -1.54700
C -4.22763 1.34776 -2.74638
C -4.38643 2.70897 -3.33020
C -4.39201 3.81185 -2.48666
C -4.50464 5.08495 -3.01626
C -4.61089 5.26301 -4.39170
C -4.62001 4.16692 -5.23594
C -4.51308 2.88639 -4.71018
C -4.54144 1.71641 -5.63358
O -4.70242 1.86848 -6.82624
C -4.36168 0.35718 -5.05110
C -4.34893 -0.74720 -5.89233
C -4.15418 -2.01288 -5.36664
C -3.97129 -2.18097 -3.99759
C -3.99635 -1.08485 -3.15397
C -4.19439 0.18481 -3.67551
H -4.30500 3.66862 -1.41880
H -4.50590 5.94337 -2.35784
H -4.68836 6.26024 -4.80393
H -4.70767 4.30015 -6.30501
H -4.48771 -0.61131 -6.95561
H -4.14143 -2.87200 -6.02421
H -3.81141 -3.17058 -3.59032
H -3.85734 -1.21396 -2.08993
*
```


Frontier orbital gap list, top to bottom, in eV: 8.650, 5.878, 8.051, 7.209